DFT (ωB97M-V/def2-TZVPD) results for a single C21H23ClN2O5S molecule.

Properties
Calculated total energy   -58726.4363 eV
Kohn-Sham gap   0.3071 Eh
Energy relative to the best compared isomer or geometry (same formula, charge and spin)   8.77 kJ/mol
LUMO level   -0.1 eV

Atoms and positions in Å:
Cl -3.622 -4.625 -1.915
S -3.645 -1.593 -1.856
O 1.978 -1.281 3.150
O -4.753 -1.968 -1.035
O -3.724 -1.779 -3.270
O 2.157 -2.619 0.679
O 1.324 -0.634 0.073
N -3.347 0.003 -1.535
N 3.374 0.267 2.269
C -1.149 -4.622 -0.823
C 2.208 2.453 2.558
C -1.055 -1.845 -0.791
C 1.212 -1.836 0.154
C 3.266 -1.921 1.226
C -3.530 0.469 -0.159
C -1.850 0.603 -3.434
C 3.045 1.331 3.191
C -2.180 -2.485 -1.259
C -0.817 1.443 -3.830
C -2.226 -3.873 -1.289
C 0.833 1.940 2.142
C 2.926 3.081 1.365
C 0.031 -2.587 -0.331
C -0.026 -3.979 -0.340
C -1.785 1.670 -1.258
C -0.759 2.495 -1.662
C -2.322 0.731 -2.142
C 2.784 -0.939 2.314
C -0.277 2.375 -2.960
C -2.472 1.565 0.074
H -0.432 1.363 -4.835
H -1.206 -5.699 -0.847
H 2.488 0.871 4.010
H 0.813 -4.547 0.028
H 3.980 1.746 3.585
H -4.548 0.852 -0.060
H 2.403 3.979 1.044
H -0.980 -0.770 -0.777
H 3.936 0.520 1.473
H 3.806 -1.400 0.428
H -2.936 2.510 0.358
H 2.082 3.218 3.333
H 3.897 -2.687 1.679
H 0.318 1.498 2.993
H 2.945 2.391 0.524
H -1.764 1.289 0.858
H 0.229 2.757 1.755
H -0.334 3.216 -0.981
H 0.527 3.015 -3.291
H -2.275 -0.130 -4.099
H 0.930 1.183 1.367
H 3.947 3.357 1.624
H -3.422 -0.376 0.525

DFT (ωB97M-V/def2-TZVPD) results for a single C21H23FN2O3 molecule.

Properties
Calculated total energy   -33991.4463 eV
Kohn-Sham gap   0.3203 Eh
Energy relative to the best compared isomer or geometry (same formula, charge and spin)   76.85 kJ/mol
LUMO level   0.5 eV

Atoms and positions in Å:
F 4.029 -2.021 -2.067
O -1.094 -3.907 1.084
O 1.319 1.529 -0.002
O -3.368 1.332 -0.481
N -2.739 0.666 1.596
N -1.270 1.853 0.238
C -0.762 3.250 -3.156
C 0.462 -2.588 -0.115
C 0.608 3.120 -3.262
C 1.579 -3.356 0.215
C -0.694 2.284 -0.961
C -1.414 2.840 -2.004
C -2.511 1.283 0.377
C -2.976 -1.785 1.525
C 0.562 -1.651 -1.143
C 2.856 -2.220 -1.436
C -1.671 0.384 2.531
C -1.572 -1.557 0.966
C 1.756 -1.470 -1.814
C -3.705 -0.424 1.576
C 1.344 2.563 -2.224
C 2.785 -3.169 -0.430
C -0.756 -0.731 1.981
C 2.727 1.397 -0.010
C 0.703 2.131 -1.077
C -0.790 -2.815 0.665
C 3.131 0.641 1.246
H 3.051 0.840 -0.898
H 2.792 1.173 2.131
H 1.837 -0.759 -2.622
H -1.669 -0.987 0.037
H -1.114 1.291 2.774
H -0.426 -1.375 2.798
H 3.660 -3.744 -0.172
H -4.326 -0.279 0.691
H -2.899 -2.229 2.519
H 0.131 -0.323 1.494
H -3.523 -2.484 0.893
H -4.339 -0.353 2.464
H 2.413 2.467 -2.327
H 4.212 0.545 1.282
H -2.153 0.051 3.453
H -0.293 -1.071 -1.455
H -2.483 2.931 -1.908
H -0.570 1.659 0.936
H 2.689 -0.353 1.243
H 3.195 2.391 -0.027
H -1.331 3.679 -3.966
H 1.485 -4.095 0.996
H 1.121 3.448 -4.153